Here is the molecule C3H3FO2 at a distorted geometry from OMol25. Energies are from ωB97M-V with the def2-TZVPD basis set.

CARTESIAN COORDINATES (ANGSTROEM)
1 O -2.389 0.275 -0.033
2 C -1.667 -0.705 0.034
3 O -0.366 -0.680 -0.116
4 C 0.350 0.517 -0.077
5 C 1.674 0.468 0.063
6 F 2.209 -0.792 -0.042
7 H -2.018 -1.731 0.211
8 H -0.262 1.423 -0.094
9 H 2.469 1.225 0.055

Forces on the atoms, in the same order (eV/Å):
O 0.8 -1.4 0.3
C -2.2 1.9 -0.2
O 2.2 -0.2 0.1
C -0.5 0.8 0.4
C 0.0 -1.5 -1.1
F 0.1 0.7 0.4
H 0.1 0.1 -0.1
H 0.4 -0.3 0.1
H -0.9 -0.1 0.2

- Highest occupied orbital energy: -0.3661 Eh
- Max |F|: 2.9 eV Å⁻¹
- E_LUMO: 0.94 eV
- ΔE to the lowest compared entry with this formula, charge and spin: 20.5 kcal per mole
- Frontier orbital gap: 0.401 hartree

***

Here is the molecule C3H3FO2 at a distorted geometry from OMol25. Energies are from ωB97M-V with the def2-TZVPD basis set.

CARTESIAN COORDINATES (ANGSTROEM)
1 O -2.278 -0.297 -0.241
2 C -1.204 0.261 -0.117
3 O -0.999 1.540 0.041
4 C -0.072 -0.698 -0.034
5 C 1.250 -0.443 0.001
6 F 1.608 0.772 -0.302
7 H -0.015 1.744 0.288
8 H -0.323 -1.771 0.120
9 H 2.033 -1.107 0.244

Forces on the atoms, in the same order (eV/Å):
O 0.0 1.7 -0.1
C -0.4 -3.4 -0.1
O 2.1 1.9 0.7
C 2.2 -1.5 0.8
C -3.5 -0.8 -0.3
F 1.6 2.2 -0.1
H -2.6 -0.7 -0.9
H -0.2 1.1 -0.1
H 0.8 -0.6 0.0

- Highest occupied orbital energy: -0.3815 Eh
- Max |F|: 3.6 eV Å⁻¹
- E_LUMO: 0.47 eV
- ΔE to the lowest compared entry with this formula, charge and spin: 12.1 kcal per mole
- Frontier orbital gap: 0.399 hartree

***

Here is a structure of composition C3H3FO2Tl at a distorted geometry from OMol25. Energies are from ωB97M-V with the def2-TZVPD basis set.

CARTESIAN COORDINATES (ANGSTROEM)
1 H 1.148 2.915 -1.218
2 F -2.014 -0.422 -0.299
3 O 0.474 -0.120 -0.995
4 O 1.514 1.333 0.099
5 C 0.046 1.050 -1.576
6 C 0.674 2.036 -0.780
7 C 0.657 0.262 0.363
8 H -0.041 1.035 -2.660
9 H -0.201 1.389 0.651
10 Tl -0.873 -1.689 1.608

Forces on the atoms, in the same order (eV/Å):
H -0.8 0.2 0.6
F 0.4 -0.9 1.5
O -2.5 -0.5 0.6
O 1.6 0.3 1.4
C 3.9 0.4 1.5
C -0.2 -1.3 -2.4
C 0.1 3.3 -2.1
H -1.1 0.1 0.4
H -0.6 -2.5 -0.1
Tl -0.9 0.9 -1.4

- Highest occupied orbital energy (alpha / beta): -0.3348 / -0.3339 Eh
- Max |F|: 4.2 eV Å⁻¹
- E_LUMO (alpha / beta): -0.36 / -2.05 eV
- Multiplicity: 2
- ΔE to the lowest compared entry with this formula, charge and spin: 71.1 kcal per mole
- <S²>: 0.757
- Frontier orbital gap (alpha / beta): 0.322 / 0.259 hartree

***

Here is the molecule C3H3FO3 at a distorted geometry from OMol25. Energies are from ωB97M-V with the def2-TZVPD basis set.

CARTESIAN COORDINATES (ANGSTROEM)
1 C -1.905 -0.117 -0.004
2 C -0.791 -0.734 0.121
3 F -0.434 -1.951 0.046
4 C 0.557 0.171 0.047
5 O 0.496 1.366 0.034
6 O 1.702 -0.553 0.016
7 O 2.818 0.330 -0.022
8 H -2.895 -0.555 -0.193
9 H -1.818 0.948 0.220
10 H 2.271 1.097 -0.265

Forces on the atoms, in the same order (eV/Å):
C -2.9 1.1 0.3
C 4.9 2.8 -0.6
F -0.3 -3.3 -0.2
C -2.1 -1.5 1.0
O 0.7 0.4 -0.3
O -0.9 -0.3 0.1
O -0.6 -0.2 -0.2
H 0.7 0.1 0.3
H -0.2 -0.2 -0.6
H 0.8 1.2 0.0

- Highest occupied orbital energy: -0.3989 Eh
- Max |F|: 5.7 eV Å⁻¹
- E_LUMO: 0.60 eV
- ΔE to the lowest compared entry with this formula, charge and spin: 83.3 kcal per mole
- Frontier orbital gap: 0.421 hartree

***

Question: Which of these has the highest ΔE to the lowest compared entry with this formula, charge and spin?
Answer: C3H3FO3